Entry 1:
Computed, not measured: a gas-phase ion, C19H11Cl4O4S (charge -1), with ωB97M-V/def2-TZVPD.

The geometry in XYZ format:
```
39
Properties=species:S:1:pos:R:3
Cl -2.0384 1.5449 2.2851
Cl -3.0457 -1.4475 2.0696
Cl 0.9986 2.0670 3.0078
Cl 2.9935 -0.3355 3.0843
S 2.2568 -4.7280 0.2346
O -0.8238 -3.3811 2.5407
O 1.6796 -2.4462 1.2682
O 0.8529 -5.0134 0.4312
O 2.7085 -4.1362 -1.0029
C -0.4761 -2.2117 2.3397
C 3.9495 -9.0077 0.1452
C 1.3473 -0.5742 2.6640
C 6.2234 -2.5282 2.4142
C 5.0606 -3.3033 2.3644
C 6.3330 -1.3852 1.6242
C -0.9425 0.2317 2.3772
C 3.9205 -6.7494 -0.7388
C 2.6506 -7.2854 1.2588
C 0.4349 0.4935 2.6717
C 4.3582 -8.0745 -0.8155
C -1.3967 -1.0718 2.2155
C 5.3260 -1.0517 0.7219
C 4.1962 -1.8498 0.6405
C 0.9326 -1.8039 2.1898
C 3.0572 -6.3688 0.2886
C 3.9963 -2.8962 1.5500
C 2.6191 -3.4676 1.6655
C 3.1061 -8.6076 1.1958
H 1.9690 -6.9625 2.0485
H 3.4234 -1.6142 -0.0871
H 2.7911 -9.3233 1.9615
H 7.2010 -0.7444 1.7189
H 5.3795 -0.1674 0.0833
H 7.0266 -2.8116 3.0973
H 4.2913 -10.0390 0.0926
H 2.3401 -3.9199 2.6227
H 5.0123 -8.3790 -1.6342
H 4.2287 -6.0203 -1.4824
H 4.9181 -4.2074 2.9658
```

Output
SMILES = O=S(=O)(c1ccccc1)[C@H](Oc1c([O-])c(Cl)c(Cl)c(Cl)c1Cl)c1ccccc1
E_LUMO = 2.475 eV
energy above the lowest of the compared OMol25 structures with the same formula, charge and spin = 0.0000 eV
charge = -1
orbital gap = 6.01 eV

Entry 2:
Computed, not measured: a molecular structure, C19H11CsF16N4O4S2, with ωB97M-V/def2-TZVPD.

The geometry in XYZ format:
```
57
Properties=species:S:1:pos:R:3
Cs 0.5705 -0.8154 0.7968
S -1.5759 -4.1478 0.5022
S -3.1764 -1.9278 -0.1104
F -2.2653 -4.7690 -1.9800
F 2.6426 0.8163 7.8012
F -3.1417 -6.0504 -0.4735
F 7.4730 -1.0178 1.2441
F -1.0506 -6.2542 -0.9837
F 2.5147 -1.9191 7.8182
F -5.6914 -2.4849 0.5406
F 1.3951 -3.1721 5.6413
F 7.4039 -2.6039 -0.9912
F -4.6074 -1.3739 2.0503
F 5.5196 0.6440 1.8599
F 1.7442 2.2598 5.8003
F 0.4562 -1.8000 3.5763
F 5.1854 -2.4547 -2.6152
F 3.1883 -0.7773 -2.0841
F -5.2557 -0.3908 0.2376
O -0.4675 -3.4478 -0.0821
O -1.3810 -4.9598 1.6594
O -3.5066 -2.1161 -1.4930
O -2.3450 -0.8021 0.2245
N 0.7132 2.3690 0.8175
N 3.2022 0.9243 0.0009
N -2.8871 -3.2796 0.6691
N 0.5492 0.9158 3.4210
C -0.0380 2.6610 -0.3862
C -4.7755 -1.5348 0.7421
C 2.0739 2.9137 0.7596
C 2.1055 0.1732 6.7418
C 3.1541 1.8859 1.0784
C -2.0413 -5.3707 -0.8144
C 1.6330 0.9052 5.6738
C 0.5784 2.3525 3.3230
C 1.0150 -1.1009 4.5936
C 6.4080 -0.9450 0.4171
C -0.0222 2.8080 1.9963
C 1.4837 -1.8279 5.6592
C 6.3772 -1.7630 -0.6991
C 2.0435 -1.2062 6.7641
C 1.0444 0.3311 4.4966
C 4.2411 -0.7993 -1.2334
C 4.2197 0.1041 -0.1174
C 5.2592 -1.6735 -1.5161
C 5.3856 -0.0677 0.7056
H 2.2625 3.2833 -0.2523
H 2.1624 3.7732 1.4411
H 1.5930 2.7691 3.4073
H 0.5030 2.2789 -1.2529
H -1.0119 2.1663 -0.3412
H 2.9044 1.4169 2.0413
H -1.0369 2.4065 1.9220
H -0.2118 3.7442 -0.5312
H -0.0823 3.9156 2.0099
H -0.0080 2.8454 4.1150
H 4.0985 2.4291 1.2263
```

Output
E_LUMO = 3.855 eV
energy above the lowest of the compared OMol25 structures with the same formula, charge and spin = 0.0000 eV
charge = -2
orbital gap = 5.52 eV

Entry 3:
Computed, not measured: a molecular structure, C19H12CuFNO11, with ωB97M-V/def2-TZVPD.

The geometry in XYZ format:
```
45
Properties=species:S:1:pos:R:3
Cu 0.5463 -1.6089 -0.0647
F -1.1354 0.5937 -5.5829
O 0.9796 3.3536 -0.2775
O -1.7631 -1.7502 -0.5479
O 0.9414 -1.8535 -4.8219
O -0.2384 0.8930 0.1119
O -5.1508 -0.2371 2.1855
O -3.7558 -1.0188 4.3352
O -0.8338 1.6509 4.5852
O -0.7293 4.6169 3.8806
O -0.0777 -0.1815 -3.7288
O 0.7074 -1.8999 -2.4655
O -0.3968 -2.9122 1.7591
N 2.6119 0.4407 -0.0781
C 0.0069 0.2303 -5.0356
C 3.0235 0.0237 1.1025
C -2.0161 -2.1279 3.0202
C -0.4646 2.1559 3.4263
C -3.3066 -1.4052 3.2302
C -2.3372 -1.8320 0.5956
C -0.3566 1.2031 2.4800
C 0.6579 -0.8463 -5.8057
C 0.1163 4.1344 1.9239
C 0.5911 -1.3879 -3.5837
C 2.8153 -0.4820 -0.9998
C -0.0659 1.5724 1.0876
C 3.2784 -1.6157 -0.4223
C -3.4878 -1.1279 0.7072
C 0.4680 3.0877 0.8634
C -0.3819 3.6495 3.1072
C -4.0650 -0.8610 1.9966
C -1.4989 -2.2647 1.8332
C 3.5134 -1.2805 0.9194
H 0.6546 1.1031 -5.1173
H 3.6062 -2.5192 -0.9150
H -0.6550 0.1738 2.6139
H 0.2851 5.1815 1.7199
H 2.9029 0.7037 1.9329
H 2.3723 1.3954 -0.3041
H -1.4825 -2.4038 3.9177
H 4.0260 -1.9199 1.6228
H -3.9549 -0.9297 -0.2462
H -0.0465 -1.1039 -6.5966
H 1.5068 -0.4531 -6.3651
H 2.5892 -0.1408 -1.9992
```

Output
E_LUMO = 5.010 eV
energy above the lowest of the compared OMol25 structures with the same formula, charge and spin = 5.4292 eV
charge = -3
orbital gap = 2.88 eV

Entry 4:
Computed, not measured: a molecular structure, C19H12F5INO2PdSSe, with ωB97M-V/def2-TZVPD.

The geometry in XYZ format:
```
43
Properties=species:S:1:pos:R:3
I -10.8944 -10.9031 -0.3796
Pd -13.3406 -4.5402 -5.1458
Se -11.9062 -3.6287 -7.2569
S -15.3488 -3.6118 -5.3963
F -13.0165 -6.5298 -9.9547
F -13.4169 -4.4155 -10.2334
F -14.2966 -5.3711 -8.4669
F -11.8418 -6.4015 -7.6711
F -10.8816 -5.2366 -9.3151
O -11.0777 -4.1333 -1.5522
O -12.1563 -3.9945 -3.4231
N -14.1579 -6.1113 -4.1768
C -10.7384 -9.2168 -1.7546
C -15.5100 -8.1713 -3.0498
C -11.5455 -4.7199 -2.5604
C -11.0265 -8.2594 -4.0574
C -13.2223 -5.3553 -9.2718
C -15.5061 -6.0888 -4.2803
C -10.3258 -8.0355 -1.1373
C -11.9171 -7.0697 -3.7218
C -13.4527 -7.1412 -3.6194
C -10.9878 -9.4836 -3.1833
C -16.2520 -7.2313 -3.7332
C -10.4971 -6.7264 -1.6018
C -17.4242 -5.2842 -5.4274
C -14.1901 -8.1810 -3.0335
C -11.9163 -5.2038 -8.4222
C -18.1630 -6.3351 -4.8889
C -16.1293 -5.0253 -5.0316
C -17.6333 -7.2617 -3.9910
C -11.2958 -6.2924 -2.6230
H -11.2446 -8.5660 -5.0836
H -10.0798 -5.9970 -0.9548
H -10.0099 -7.9017 -4.2331
H -10.2032 -10.1365 -3.6648
H -18.2888 -8.0012 -3.5424
H -17.8926 -4.6872 -6.1848
H -19.2311 -6.4816 -5.0903
H -11.9214 -10.0558 -3.2278
H -9.9108 -8.1975 -0.1099
H -11.8004 -6.4148 -4.6775
H -13.6793 -8.9987 -2.4218
H -16.0335 -8.9353 -2.4376
```

Output
2S+1 = 5
⟨S²⟩ = 6.0508
E_LUMO (spin up / spin down) = 2.023 / -0.167 eV
charge = -1
orbital gap (spin up / spin down) = 4.96 / 5.35 eV

Entry 5:
Computed, not measured: a molecular structure, C19H12N3O2RuS5, with ωB97M-V/def2-TZVPD.

The geometry in XYZ format:
```
42
Properties=species:S:1:pos:R:3
Ru 0.5964 0.3552 -0.1177
S 2.6638 -0.8233 -0.6787
S 4.8274 2.2268 1.4271
S 5.4732 0.0954 -0.4152
S 1.9168 1.6620 1.3820
S 7.6688 1.7157 0.7420
O 0.3966 3.7701 -2.3603
O 0.9722 1.7330 -1.6108
N -0.3639 -0.9970 -1.3490
N 0.0099 -1.0779 1.2311
N -1.1040 1.6409 0.0261
C -0.4885 -2.2121 0.6931
C -0.6959 -3.2202 2.8530
C 0.0887 -0.9883 2.5647
C -2.1677 1.5270 0.8222
C -1.8671 3.7833 -0.6710
C -2.9654 3.6730 0.1620
C -1.2825 -3.1832 -1.5113
C 3.7768 0.2763 -0.0468
C -0.7131 -2.1587 -0.7684
C -0.2674 -2.0246 3.4063
C -3.1237 2.5198 0.9187
C 6.0840 1.3631 0.6006
C -1.0919 -1.8119 -3.4586
C -0.9531 2.7438 -0.7170
C -1.4742 -3.0071 -2.8701
C -0.5378 -0.8282 -2.6615
C -0.8095 -3.3097 1.4782
C 3.4687 1.3114 0.8274
C 0.2500 2.7901 -1.6538
H -3.9693 2.3895 1.5791
H -0.2049 0.1251 -3.0528
H -1.5721 -4.1070 -1.0332
H -1.2168 -1.6406 -4.5179
H -1.6835 4.6470 -1.2939
H -0.9420 -4.0642 3.4827
H -0.1862 -1.8971 4.4762
H -2.2432 0.6116 1.3962
H -3.6946 4.4704 0.2209
H -1.1405 -4.2258 1.0124
H -1.9185 -3.7943 -3.4641
H 0.4837 -0.0589 2.9502
```

Output
2S+1 = 2
⟨S²⟩ = 0.7669
E_LUMO (spin up / spin down) = -0.909 / -1.586 eV
energy above the lowest of the compared OMol25 structures with the same formula, charge and spin = 0.3890 eV
orbital gap (spin up / spin down) = 6.00 / 5.90 eV

Entry 6:
Computed, not measured: a molecular structure, C19H12N3O4Sc, with ωB97M-V/def2-TZVPD.

The geometry in XYZ format:
```
39
Properties=species:S:1:pos:R:3
Sc -0.7158 0.2304 0.0000
O -0.1770 2.6014 0.0000
O -0.7292 4.7752 0.0000
O -4.6125 -1.0236 0.0000
O -2.3976 -0.6658 0.0000
N -2.5595 1.7951 0.0000
N 0.0962 -1.9142 0.0000
N 1.6737 0.2815 0.0000
C -4.8223 3.3785 0.0000
C 1.1751 -4.5082 0.0000
C -1.0138 3.5187 0.0000
C 3.6943 -1.1007 0.0000
C 2.4702 1.3508 0.0000
C -0.1844 -4.2997 0.0000
C 1.4472 -2.1080 0.0000
C -3.6636 -0.3015 0.0000
C 2.0356 -3.3945 0.0000
C -3.7668 1.2339 0.0000
C 2.2867 -0.9408 0.0000
C 3.4573 -3.5120 0.0000
C -2.4508 3.1347 0.0000
C -0.6842 -2.9950 0.0000
C -3.5595 3.9701 0.0000
C 4.4866 0.0603 0.0000
C 3.8645 1.2842 0.0000
C -4.9367 1.9954 0.0000
C 4.2517 -2.4129 0.0000
H -5.8966 1.4987 0.0000
H 1.5844 -5.5066 0.0000
H 4.4342 2.1991 0.0000
H -5.7074 3.9997 0.0000
H -0.8746 -5.1270 0.0000
H -3.4409 5.0442 0.0000
H 1.9896 2.3193 0.0000
H 5.3270 -2.5109 0.0000
H 5.5641 -0.0159 0.0000
H 0.2223 4.9934 0.0000
H 3.8904 -4.4997 0.0000
H -1.7569 -2.8290 0.0000
```

Output
E_LUMO = -7.703 eV
charge = +2
orbital gap = 7.30 eV

Entry 7:
Computed, not measured: a molecular structure, C19H13Br2Cl2NO6STi, with ωB97M-V/def2-TZVPD.

The geometry in XYZ format:
```
45
Properties=species:S:1:pos:R:3
Br 0.4402 -0.9115 3.6081
Br -0.2012 -6.2681 2.0446
Ti -0.0451 1.0421 -0.3978
Cl -4.1287 -0.1827 -2.7649
Cl 0.5755 0.8421 -4.9525
S -1.3855 1.9230 1.5282
O 1.1456 0.4098 -2.0482
O 2.9080 2.7153 1.5358
O 0.5534 -0.4604 0.5958
O -1.1185 2.1199 -1.5773
O 1.2502 2.3079 0.1155
O -1.6416 0.1055 -0.9579
N 0.6287 -2.3155 -1.4143
C -0.5768 3.3289 2.1744
C 0.1228 -4.9931 -0.8972
C -1.3494 4.1996 2.9676
C 0.2756 -4.5412 -2.1709
C -3.0443 1.1735 -2.5829
C 0.7846 3.6439 2.0345
C 0.2030 -4.0867 0.1820
C 0.0789 -4.4490 1.5448
C 0.1672 -3.5085 2.5258
C -2.0000 1.1296 -1.7441
C 1.7418 2.8279 1.2182
C 0.4416 -1.7185 0.8868
C 0.5531 -3.1703 -2.4029
C 0.4204 -2.7273 -0.1420
C -0.8071 5.3055 3.5886
C 0.5490 5.5962 3.4532
C 0.3482 -2.1560 2.1947
C 0.7647 -2.6602 -3.7919
C 1.3274 4.7530 2.6822
H -1.4469 5.9481 4.1844
H 2.3892 4.9289 2.5638
H 0.0839 -1.8403 -4.0288
H 1.0587 -0.5545 -1.9132
H 0.2040 -5.2143 -3.0151
H -0.0670 -6.0388 -0.6950
H 1.7642 -2.2337 -3.8960
H -3.2022 1.9907 -3.2624
H 0.9852 6.4608 3.9388
H -2.4034 3.9757 3.0802
H 0.0845 -3.7847 3.5673
H 0.9253 0.5428 -3.0332
H 0.6428 -3.4554 -4.5266
```

Output
E_LUMO = 3.596 eV
energy above the lowest of the compared OMol25 structures with the same formula, charge and spin = 0.2522 eV
charge = -2
orbital gap = 5.64 eV

Entry 8:
Computed, not measured: a molecular structure, C19H13Br2INO5Ti, with ωB97M-V/def2-TZVPD.

The geometry in XYZ format:
```
42
Properties=species:S:1:pos:R:3
I 0.7139 9.2796 0.1066
Br 4.2569 -0.0758 5.3035
Br 3.9054 -1.3673 -0.1594
Ti -0.5674 0.5623 0.4571
O -1.4151 2.5778 0.7553
O -2.3762 -0.3536 0.1708
O -2.7175 -0.1808 -2.0289
O 0.9333 -0.7161 0.2842
O 0.6652 2.2303 0.1622
N -0.2670 0.1754 2.5568
C 1.4254 6.3484 -0.0715
C -2.3750 0.8423 3.5122
C 3.7916 -0.6451 2.5784
C 1.0679 -0.1224 2.5934
C -1.9944 0.0494 -0.9694
C 1.8107 0.0095 3.7840
C 1.0956 0.3783 4.9443
C -0.0522 4.4999 0.3483
C -0.8734 6.7494 0.5579
C -3.9250 -0.9545 -1.8512
C -0.2878 3.0388 0.4272
C 3.0314 -0.7998 1.4083
C 3.2008 -0.2561 3.7447
C -0.2496 0.6115 4.8851
C 1.6690 -0.5679 1.3631
C -0.9184 0.5268 3.6483
C 1.2038 4.9837 -0.0016
C -1.0891 5.3842 0.6267
C 0.3850 7.2232 0.2095
H -2.0614 4.9937 0.8939
H -2.5245 1.5838 2.7256
H -4.3376 -1.0813 -2.8461
H -3.6897 -1.9179 -1.4046
H -1.6754 7.4421 0.7718
H -2.9290 -0.0537 3.2279
H -2.7804 1.2255 4.4459
H 2.3999 6.7295 -0.3430
H -0.8111 0.8864 5.7663
H -4.6208 -0.4149 -1.2123
H 4.8523 -0.8473 2.5377
H 1.6304 0.4698 5.8797
H 1.9993 4.2840 -0.2173
```

Output
2S+1 = 2
⟨S²⟩ = 0.7536
E_LUMO (spin up / spin down) = -0.510 / -0.582 eV
orbital gap (spin up / spin down) = 7.33 / 7.55 eV

Entry 9:
Computed, not measured: a single C19H13NO2 molecule, with ωB97M-V/def2-TZVPD.

The geometry in XYZ format:
```
35
Properties=species:S:1:pos:R:3
O 0.3242 -3.9966 4.2404
O 1.6327 3.6576 -0.8584
N -0.2718 -0.5994 -0.9684
C 0.9542 1.6252 2.4992
C -0.6424 -3.1968 1.4445
C 0.0335 1.2216 -2.4342
C 0.1873 3.1809 -3.9152
C -0.4930 -2.4818 0.2446
C -0.5024 -2.4879 2.6666
C 0.4445 1.5305 -0.0324
C 0.1211 2.6606 -2.5764
C -0.0690 2.3839 -5.0370
C 0.4456 3.4964 -1.4669
C -0.3402 0.4471 -3.5620
C 0.0784 0.6910 -1.1283
C 0.6560 2.9175 -0.2278
C -0.1072 -1.1110 2.6998
C -0.7523 -3.2720 3.9450
C -0.3912 1.0265 -4.8439
C 0.4197 0.9296 1.2699
C 0.0737 -0.4312 1.3986
C -0.2593 -1.1049 0.2385
H -1.6938 -3.8760 3.7538
H 0.1812 -0.6696 3.6637
H 1.8142 1.0320 2.9283
H -0.1346 2.7553 -6.0610
H 0.1985 1.6042 3.2853
H -0.0382 -4.9107 4.1488
H -1.0023 -2.4892 4.8040
H -0.5521 0.4675 -5.7357
H -0.6330 -4.2829 1.5244
H -0.5817 -0.6132 -3.4120
H -0.5824 -2.9723 -0.7798
H 0.2400 4.2452 -4.1105
H 1.2423 2.6229 2.3944
```

Output
SMILES = Cc1c2cc(CO)ccc2nc2c1c1c(c3ccccc32)O1
E_LUMO = -0.927 eV
energy above the lowest of the compared OMol25 structures with the same formula, charge and spin = 0.9087 eV
orbital gap = 6.92 eV

Entry 10:
Computed, not measured: a molecular structure, C19H14Cl2I2N3STi, with ωB97M-V/def2-TZVPD.

The geometry in XYZ format:
```
42
Properties=species:S:1:pos:R:3
I -3.1762 -1.3186 3.6307
I -3.8854 -3.2452 0.7860
Ti -2.8534 -0.4492 0.9137
Cl -5.0874 0.1804 0.4377
Cl -2.5770 4.9346 1.0652
S -2.4319 1.7598 0.7880
N 3.3080 -1.2692 -2.0120
N 4.1326 -0.6842 0.0151
N -1.0556 -0.8768 0.4417
C 2.9806 -0.9405 -0.7284
C -0.6573 -1.1929 -0.8626
C -3.9462 2.6274 0.7170
C 0.6257 -1.2040 -1.2443
C 5.1854 -0.8383 -0.8055
C -6.3826 3.9667 0.4346
C -5.2159 4.6786 0.6536
C -0.0463 -0.5761 1.3653
C 4.6204 -1.2029 -2.0839
C 6.5651 -0.7061 -0.6031
C 5.4725 -1.4421 -3.2079
C -3.4948 -3.2754 2.8708
C -6.3740 2.5701 0.3527
C -5.1555 1.9738 0.5007
C 7.3336 -0.9466 -1.7042
C -3.9971 4.0208 0.7927
C 1.6744 -0.9033 -0.2987
C 1.2564 -0.5847 1.0433
C 6.7982 -1.3126 -2.9996
H 4.1900 -0.4237 0.9864
H -5.2359 5.7580 0.7181
H -4.3738 -3.6700 3.3665
H 0.8881 -1.4523 -2.2622
H 5.0546 -1.7143 -4.1668
H -2.5971 -3.8527 3.0495
H -7.3202 4.4949 0.3213
H 6.9987 -0.4382 0.3496
H -7.2788 2.0049 0.1753
H -0.3676 -0.3270 2.3675
H -1.4468 -1.4334 -1.5639
H 1.9692 -0.3419 1.8191
H 8.4093 -0.8627 -1.6101
H 7.4940 -1.4853 -3.8089
```

Output
E_LUMO (spin up / spin down) = -11.335 / -11.333 eV
energy above the lowest of the compared OMol25 structures with the same formula, charge and spin = 0.0965 eV
charge = +3
orbital gap (spin up / spin down) = 4.72 / 4.72 eV

Entry 11:
Computed, not measured: a molecular structure, C19H14ClN3O3V, with ωB97M-V/def2-TZVPD.

The geometry in XYZ format:
```
41
Properties=species:S:1:pos:R:3
V 0.2163 -0.3741 0.0532
Cl -4.4271 -5.9532 3.7283
O -1.4025 1.8205 -2.7638
O -0.9059 -0.7641 1.3894
O -0.2834 -2.2090 -0.0165
N 0.6811 -0.8517 -1.8766
N -0.6330 0.8848 -0.7785
N 1.2655 1.0846 0.8858
C -2.6758 -5.2442 1.8465
C 2.4324 1.0612 1.5671
C -3.4448 -4.8349 2.9610
C -3.4305 -3.4988 3.4231
C -0.7669 0.9701 -2.2641
C 2.8989 2.1821 2.2146
C -2.6421 -2.5854 2.7946
C -1.8519 -2.9841 1.6738
C 1.7402 -2.1161 -3.5832
C 1.1424 -1.3319 -4.5564
C -1.8906 -4.3344 1.2095
C 0.2805 -0.2991 -4.1728
C 2.1389 3.3479 2.1676
C 0.5025 2.2256 0.8488
C -1.0513 -2.0697 1.0329
C 0.0776 -0.1051 -2.8307
C 1.4749 -1.8657 -2.2434
C -0.7884 2.0855 0.0676
C 0.9247 3.3673 1.4801
H -1.6517 1.9562 0.7274
H 3.8403 2.1434 2.7447
H 1.3325 -1.5187 -5.6058
H 2.4906 4.2466 2.6590
H 1.9011 -2.4804 -1.4602
H -2.6116 -1.5599 3.1382
H -0.9810 2.9314 -0.5975
H 0.3282 4.2695 1.4313
H -2.7263 -6.2743 1.5229
H 2.9827 0.1278 1.5744
H -4.0455 -3.2281 4.2699
H -0.2200 0.3352 -4.8937
H 2.4069 -2.9265 -3.8450
H -1.2908 -4.6269 0.3579
```

Output
E_LUMO = -13.010 eV
charge = +3
orbital gap = 4.94 eV